[1]
99
Properties=species:S:1:pos:R:3 method="wB97M-V/def2-TZVPD" gap_ev="6.93 / 6.97" total_charge=+1 spin_multiplicity=6 e_tot_ha=-4155.34844 largest_force_ha_per_bohr=0.017
H 3.347 4.304 -4.569
H 1.546 1.697 -1.691
H 4.767 2.938 1.611
C -4.118 3.145 -2.186
H -8.702 1.204 0.119
H 0.984 -0.014 2.738
H -8.279 -1.141 -0.532
O -0.261 -0.120 -1.876
C 2.291 -5.220 0.452
H 3.828 -4.398 1.692
H 0.631 -5.664 -0.862
C 1.178 1.758 -5.062
H -2.284 -2.475 2.430
H 3.082 3.094 1.132
H -2.353 0.002 -4.010
C 4.933 -0.202 -3.036
C 4.420 0.186 -1.811
N -1.637 -1.442 0.716
N 0.038 -0.045 2.372
C -0.613 1.246 2.616
H 1.035 2.595 0.073
H 1.158 -7.566 0.285
C 4.318 -1.191 -3.791
C -6.185 -0.838 -0.871
H -2.737 -0.782 2.404
H 5.824 0.287 -3.412
H -4.128 -0.235 -1.109
H 5.528 -1.080 0.643
H 4.101 0.712 3.564
H -1.622 1.202 2.204
C -6.665 1.807 -0.155
O -2.798 1.798 -0.292
C 2.507 3.089 -3.019
C 5.542 -0.085 1.094
H 1.750 -1.869 -1.710
H 2.644 -2.528 -3.861
H 6.248 0.516 0.519
C -5.137 0.071 -0.866
C 4.008 2.549 0.927
C 2.022 2.813 -5.357
H 4.325 2.802 -0.087
H 2.577 -8.550 0.228
C 2.318 -2.951 1.184
C 1.660 2.031 -2.711
C -0.681 -1.169 2.968
H -3.943 2.492 -4.191
C -7.707 0.891 -0.166
H 2.446 1.137 3.232
S -4.067 2.584 -0.460
H -4.044 1.173 -3.051
H -0.702 1.458 3.688
C 3.271 -0.408 -1.251
C -1.934 -1.480 2.152
H -2.147 -2.160 0.218
H -0.014 -2.030 2.967
C 0.622 -3.639 -0.180
H 2.170 3.109 -6.387
C 2.968 -6.568 0.420
H 0.686 1.223 -5.866
N 0.345 1.995 0.507
C -5.393 1.391 -0.523
H -0.387 3.301 2.041
H -0.530 2.111 0.000
C 2.651 -1.382 -2.059
H 2.780 -2.131 1.716
H -3.569 4.088 -2.210
N 2.156 -7.636 0.220
Si 3.820 0.681 1.134
H -1.352 1.011 -5.051
H -0.972 -0.965 4.005
N 1.191 -2.663 0.528
S -0.093 0.009 -3.378
C -1.604 0.796 -4.012
C -7.466 -0.427 -0.527
H -6.836 2.834 0.144
H -1.663 2.006 -2.240
H -1.965 -0.561 0.324
Mn 0.630 -0.378 0.081
H -1.648 2.925 -3.740
H 4.733 -1.510 -4.737
C 1.128 -4.926 -0.247
C 0.989 1.391 -3.733
C 0.149 2.356 1.916
O 4.168 -6.655 0.557
H -0.273 -3.372 -0.729
N 2.746 -0.038 -0.009
H -6.003 -1.870 -1.142
C 3.160 -1.766 -3.290
H 2.962 -0.562 3.183
H 3.044 3.589 -2.225
C 2.682 3.484 -4.334
H 5.940 -0.176 2.106
C 3.249 0.462 2.928
C 2.901 -4.204 1.172
C -3.590 2.152 -3.214
C -2.059 2.039 -3.252
H -5.175 3.365 -2.351
H 1.131 2.477 2.372
H 4.906 0.998 -1.286

***

[2]
99
Properties=species:S:1:pos:R:3 method="wB97M-V/def2-TZVPD" gap_ev="6.53 / 7.06" total_charge=+2 spin_multiplicity=2 e_tot_ha=-3462.95417 largest_force_ha_per_bohr=0.040
H -1.646 -1.569 -5.695
N 2.775 -0.889 0.641
H 2.253 -5.553 4.953
H -1.305 -6.261 3.863
C -4.163 -5.518 1.104
H -4.346 -3.722 4.051
H -1.281 3.521 -1.176
H -1.865 1.728 -2.894
C 1.291 -4.704 -0.622
N -0.021 -1.323 -4.417
H 1.890 -3.575 -3.240
C 0.776 1.532 4.210
H -1.306 1.926 3.883
C 1.985 -5.215 3.952
H -4.232 -5.482 3.863
C -0.390 1.512 3.485
H -0.484 2.456 -6.893
H 1.160 -3.635 -0.809
H 0.722 -4.997 -4.741
H 5.920 -1.857 0.038
H -0.786 -4.126 -2.296
S -0.864 -2.074 1.118
C 1.842 0.383 2.405
H 2.488 -4.266 3.754
H 1.819 2.738 -6.051
C 0.179 -6.936 -0.530
O -0.409 0.978 -0.861
C -3.843 -4.376 2.056
C 0.860 -1.918 -3.634
H 6.284 -0.743 2.238
H -0.108 3.706 0.170
S 1.631 -1.021 -2.359
N 1.203 -3.174 -3.857
O -2.420 -4.404 2.364
H -1.580 -5.711 -2.250
H 0.266 4.398 -1.436
H 3.295 1.443 5.302
O 0.247 -4.527 2.501
H -3.880 -6.472 1.553
C -1.069 1.958 -3.592
Si -1.039 -4.258 1.586
C -0.228 3.583 -0.905
H 5.274 0.472 4.222
H -3.615 -5.403 0.167
C 1.946 0.974 3.664
S 0.557 2.047 -1.382
C -1.322 2.065 -4.954
H 0.805 1.969 5.201
H -5.632 -4.611 3.219
H -0.072 -1.690 -6.484
H 2.335 -5.955 3.231
C -4.188 -3.032 1.435
H -3.664 -2.899 0.483
C -0.656 -3.465 -5.398
H -1.120 -3.943 4.782
N 0.700 0.393 1.693
C 0.481 -5.044 3.841
H 0.227 -4.348 5.862
C 4.208 -0.194 2.448
O -1.019 -4.996 0.157
H 0.885 -7.356 -1.248
C -4.555 -4.558 3.382
Ru 0.649 -0.898 -0.066
H 0.140 -7.097 3.258
C 1.278 2.421 -4.002
C 0.230 2.149 -3.135
C -0.622 -5.198 -2.158
C -0.388 0.940 2.209
H -0.769 -7.468 -0.619
H 3.612 -1.960 -0.891
C -0.034 -4.031 4.851
C -0.635 -1.957 -5.588
C 5.300 -0.784 1.787
C 1.014 2.525 -5.361
C 4.308 0.445 3.733
C -0.229 -6.381 3.996
C -0.282 2.353 -5.834
C -0.029 -5.450 -0.782
C 5.101 -1.403 0.579
H -5.232 -5.535 0.892
H -0.967 -3.945 -6.324
H 0.569 -7.087 0.478
H 2.284 2.547 -3.620
H -1.275 0.926 1.589
H 1.425 -3.817 -5.848
H 0.051 -5.574 -2.932
H 0.412 -3.050 4.665
H -2.331 1.939 -5.326
H -0.202 -0.344 -4.243
H -0.043 -6.784 4.992
C 0.734 -3.945 -5.013
C 2.969 -0.249 1.813
H 1.691 -4.831 0.386
H -3.904 -2.219 2.107
H 2.018 -5.100 -1.335
C 3.223 0.985 4.324
H -5.261 -2.973 1.252
C 3.810 -1.454 0.043
H -1.366 -3.729 -4.612

***

[3]
94
Properties=species:S:1:pos:R:3 method="wB97M-V/def2-TZVPD" gap_ev="7.11 / 2.98" total_charge=+3 spin_multiplicity=6 e_tot_ha=-6037.85108 largest_force_ha_per_bohr=0.098
H 0.884 -1.354 1.093
H -0.243 -1.832 -1.802
C 3.501 2.603 -0.187
C -0.707 1.323 4.573
C -0.939 2.669 4.260
O -1.035 0.084 -5.537
H 1.075 2.692 -3.612
H -1.013 -0.977 -0.353
H -3.818 -2.305 -8.367
H 2.738 3.387 -0.268
H -1.565 3.305 -0.482
H 4.212 2.867 0.607
C -1.462 1.242 -2.478
O -0.831 0.459 1.773
H -0.645 4.718 4.869
H -2.013 0.552 -1.829
H 4.131 -1.975 -1.635
H 0.732 -1.221 -3.885
C -0.575 -1.771 3.689
H 2.621 -2.742 -2.179
H -0.060 3.861 -2.884
C -0.879 -4.167 3.837
H 1.554 3.617 -2.171
C 0.470 1.988 6.589
H 2.217 -1.119 -4.881
P 0.022 1.806 -1.596
P 2.589 -0.354 -2.615
C 2.195 1.408 2.001
H 3.010 1.984 2.475
As -1.315 -0.018 3.314
C -2.541 -0.980 -7.205
P 2.722 1.005 0.298
C -5.352 -0.104 4.576
H -7.128 0.376 3.437
H -0.934 2.014 0.622
H -1.463 2.922 3.342
H 4.742 0.792 -2.461
H 2.350 -3.298 4.527
H -1.634 0.842 -5.537
C 0.472 -4.315 4.165
H -5.873 0.764 1.315
C -2.157 -3.374 -7.520
C -0.521 -2.028 -6.366
C -1.412 -2.893 3.595
H -2.088 2.110 -2.711
H 3.866 -0.991 1.076
H 1.260 1.989 1.983
C 0.249 3.336 6.269
H 1.400 -1.032 4.162
H 4.029 2.514 -1.143
H 3.857 -2.271 -3.383
H 4.808 0.506 1.400
H 4.426 0.201 -4.106
H -1.533 -5.040 3.774
C -5.342 0.474 2.222
C 4.200 -0.031 0.659
C -3.956 -0.225 4.561
H 1.018 1.714 7.499
C -6.043 0.255 3.411
H 0.879 -5.310 4.356
C -0.091 -1.359 -0.822
C 3.381 -1.995 -2.434
H -3.129 -0.085 -7.397
H -1.205 0.710 -3.404
H 0.635 4.118 6.930
C -0.669 2.737 -0.174
C -0.463 3.671 5.115
H -5.897 -0.276 5.510
H -2.468 -2.760 3.346
C 1.014 -1.605 0.032
C -3.262 -0.017 3.357
H 1.815 -2.318 -0.173
H 1.247 0.343 -4.549
H -0.322 -4.145 -6.622
H 0.438 -1.897 -5.880
C -0.947 -3.272 -6.824
C -0.016 0.977 5.743
C 1.298 -3.193 4.264
Fe 1.305 0.247 -1.070
H -2.489 -4.356 -7.893
H 0.143 -0.072 5.994
H 0.089 3.436 0.220
H -3.374 0.530 1.282
H 4.793 -0.217 -0.246
C 3.973 0.675 -3.229
H 1.994 0.477 2.557
C -2.917 -2.219 -7.750
C 1.605 -0.605 -4.131
C 0.773 -1.915 4.043
C -3.946 0.341 2.188
H -3.406 -0.466 5.473
H 3.611 1.667 -3.515
C 0.715 3.117 -2.667
C -1.381 -0.926 -6.409

***

ΔE to the lowest compared entry with this formula, charge and spin in kJ/mol, matching the order above: 0.0, 166.5, 0.0